This record from OMol25 describes a structure of composition C17H20AuClN2O7. The level of theory is ωB97M-V with the def2-TZVPD basis set.

XYZ file:
```
48
Properties=species:S:1:pos:R:3:forces:R:3:lowdin_charge:R:1
Au 0.883 0.046 0.757 -0.1580 -0.5067 -0.0618 1.470
C -0.929 3.246 0.964 0.0208 -0.0556 0.0321 -0.035
O -0.208 2.144 1.553 -0.0918 0.0368 -0.0210 -0.290
C -0.422 2.006 2.955 0.0220 0.0118 -0.0272 -0.169
C 0.733 1.207 3.491 0.1056 -0.0554 0.0140 -0.084
O 0.843 -0.084 2.794 -0.1613 0.0884 0.0881 -0.281
C -0.034 -1.141 3.334 0.0137 0.0718 -0.0385 -0.088
C 0.124 -2.343 2.449 0.0616 -0.0704 0.0248 -0.159
O -0.342 -2.043 1.128 -0.1101 0.1960 -0.0262 -0.264
C -1.707 -2.430 0.877 -0.0208 0.0077 -0.0444 -0.029
H -0.655 4.168 1.475 0.0005 0.0125 -0.0104 0.111
H -2.006 3.084 1.038 -0.0002 -0.0005 0.0129 0.105
H -0.630 3.309 -0.078 0.0074 0.0216 -0.0058 0.100
H -1.389 1.528 3.145 -0.0153 0.0268 0.0177 0.141
H -0.423 2.986 3.438 0.0052 -0.0094 0.0254 0.154
H 0.628 0.987 4.553 0.0124 0.0066 0.0086 0.155
H 1.685 1.701 3.311 -0.0077 0.0142 -0.0062 0.153
H -1.060 -0.770 3.341 -0.0050 -0.0051 0.0235 0.138
H 0.309 -1.327 4.351 0.0116 -0.0232 -0.0038 0.160
H -0.420 -3.190 2.871 -0.0150 0.0044 -0.0169 0.153
H 1.177 -2.617 2.364 -0.0048 -0.0219 0.0060 0.150
H -1.818 -3.495 1.076 0.0222 -0.0055 -0.0057 0.112
H -1.903 -2.232 -0.173 0.0005 0.0082 0.0117 0.083
H -2.401 -1.859 1.498 0.0044 -0.0031 0.0073 0.103
O 5.068 -0.037 -3.216 0.0557 0.0016 -0.0093 0.183
C 3.879 -0.031 -3.793 -0.0082 0.0052 -0.0252 -0.475
O 3.724 -0.040 -4.975 0.0215 -0.0032 0.0100 0.143
C 2.663 -0.012 -2.895 -0.1038 -0.0718 0.0755 0.003
C 1.335 -0.020 -3.355 0.1776 0.1756 -0.0981 -0.525
Cl 0.800 0.025 -4.940 -0.0847 0.0160 0.0380 0.953
N 0.494 0.002 -2.291 0.0253 -0.0780 0.0609 0.000
N 1.246 0.044 -1.176 0.1883 -0.0452 0.0690 -0.035
C 2.534 0.014 -1.516 0.0113 0.0979 -0.0957 -0.096
C 3.475 -0.019 -0.368 -0.0735 -0.0535 -0.0419 -0.449
O 4.662 -0.043 -0.436 0.0703 0.0144 0.0458 0.210
O 2.852 -0.062 0.833 0.1391 0.1741 -0.0054 -0.057
C -0.932 -0.114 -2.187 -0.1960 0.0205 -0.0479 -0.180
C -1.661 -0.846 -3.110 0.0078 -0.2271 0.0809 -0.012
C -3.036 -0.954 -2.948 0.0054 -0.0094 -0.0264 -0.019
C -3.683 -0.345 -1.882 0.0303 0.0157 0.0169 -0.034
C -2.942 0.380 -0.960 0.0049 -0.0600 -0.0229 -0.054
C -1.567 0.501 -1.114 -0.1010 0.1651 0.1008 -0.059
H 5.068 -0.036 -2.241 -0.0329 0.0012 -0.0202 0.088
H -1.187 -1.362 -3.930 0.0576 0.0276 0.0036 0.097
H -3.598 -1.532 -3.669 -0.0207 0.0126 0.0063 0.130
H -4.755 -0.430 -1.775 -0.0017 -0.0007 -0.0058 0.127
H -3.433 0.878 -0.134 -0.0073 0.0000 -0.0086 0.120
H -1.044 1.159 -0.434 0.1370 0.0713 -0.1045 0.055
```
Forces are in eV/Å.

Values from the calculation:
E (eV): -51460.3296
Net charge: +2
M (Da): 596.8